Entry 1:
{
  "formula": "C5H6O2",
  "method": "wB97M-V/def2-TZVPD",
  "symbols": ["C", "C", "C", "C", "O", "C", "O", "H", "H", "H", "H", "H", "H"],
  "xyz": [[-1.8049, -1.4996, -0.7747], [-0.9364, -0.6712, -0.6774], [-0.0967, 0.4867, -0.3724], [1.2751, 0.3647, -1.1036], [2.3566, 0.5928, -0.6286], [-0.1422, 0.5266, 1.2110], [1.1781, 0.3515, 1.7019], [-2.6083, -2.0328, -1.2440], [-0.5445, 1.4041, -0.7878], [1.2059, 0.0178, -2.1605], [-0.6722, -0.3109, 1.6797], [-0.5709, 1.3683, 1.7820], [1.3605, -0.5980, 1.3743]],
  "smiles": "C#C[C@H](C=O)CO",
  "charge": 0,
  "homo_lumo_gap_ev": 10.36,
  "e_above_lowest_ev": 3.693
}

=====

Entry 2:
{
  "formula": "C47H59CaN6O2P2S3",
  "method": "wB97M-V/def2-TZVPD",
  "symbols": ["Ca", "C", "C", "C", "P", "C", "C", "C", "C", "C", "C", "C", "C", "C", "C", "N", "C", "C", "C", "C", "C", "C", "C", "P", "C", "C", "C", "C", "C", "C", "H", "H", "H", "H", "H", "H", "H", "H", "H", "H", "H", "H", "H", "H", "H", "H", "H", "H", "H", "H", "H", "H", "H", "H", "H", "H", "H", "H", "H", "H", "H", "H", "H", "H", "H", "H", "H", "H", "H", "H", "C", "C", "C", "C", "C", "C", "C", "S", "O", "O", "N", "C", "C", "C", "C", "C", "C", "C", "C", "N", "C", "H", "H", "H", "H", "H", "H", "H", "H", "H", "H", "H", "H", "H", "S", "C", "N", "C", "N", "C", "C", "N", "C", "S", "H", "H", "H", "H", "H", "H"],
  "xyz": [[0.4104, -0.0651, 0.5627], [3.5403, -1.7226, -3.3575], [3.0552, -2.7396, -2.3211], [4.1128, -3.8303, -2.1446], [2.4529, -1.9041, -0.7518], [4.0470, -1.6891, 0.2083], [4.0451, -0.3216, 0.9080], [4.4616, -2.7680, 1.2060], [1.3928, -3.2977, -0.1701], [1.8823, -4.5452, 0.2067], [1.0997, -5.6885, 0.2978], [1.6713, -6.9910, 0.7947], [-0.2243, -5.5612, -0.1018], [-0.7643, -4.3343, -0.4398], [-0.0148, -3.1348, -0.3691], [-0.5498, -1.8825, -0.5795], [-1.9270, -1.6986, -0.6697], [-2.8875, -2.3523, 0.1252], [-4.2374, -2.1495, -0.0649], [-4.7193, -1.2633, -1.0275], [-6.1949, -1.0560, -1.2409], [-3.7781, -0.5567, -1.7575], [-2.4062, -0.7424, -1.5988], [-1.1691, 0.1973, -2.5961], [-1.6284, -0.4771, -4.2690], [-1.6142, -2.0074, -4.2101], [-0.6537, -0.0160, -5.3567], [-1.9588, 1.8888, -2.5612], [-1.1175, 2.9330, -3.3054], [-2.1072, 2.3451, -1.1048], [4.0042, -2.2355, -4.2065], [2.7185, -1.1209, -3.7475], [4.2866, -1.0367, -2.9398], [2.1456, -3.2102, -2.7015], [5.0533, -3.4249, -1.7601], [3.7857, -4.6276, -1.4807], [4.3315, -4.2829, -3.1178], [4.7949, -1.6237, -0.5901], [3.3321, -0.3079, 1.7342], [5.0372, -0.1112, 1.3198], [3.7836, 0.4882, 0.2214], [3.6716, -2.9441, 1.9390], [4.7074, -3.7148, 0.7255], [5.3514, -2.4347, 1.7501], [2.9321, -4.6432, 0.4455], [2.6190, -7.2323, 0.3041], [1.8636, -6.9645, 1.8713], [0.9804, -7.8166, 0.6083], [-0.8566, -6.4441, -0.1447], [-1.7972, -4.2874, -0.7516], [-2.5497, -3.0196, 0.9070], [-4.9432, -2.6911, 0.5599], [-6.7689, -1.9221, -0.9021], [-6.5659, -0.1899, -0.6938], [-6.4250, -0.8976, -2.2973], [-4.1335, 0.1513, -2.5040], [-2.6394, -0.1300, -4.5102], [-0.6498, -2.3708, -3.8382], [-2.3853, -2.4012, -3.5491], [-1.7681, -2.4255, -5.2098], [0.3676, -0.3202, -5.1034], [-0.9057, -0.4780, -6.3161], [-0.6489, 1.0630, -5.5043], [-2.9439, 1.8355, -3.0365], [-0.1435, 3.0573, -2.8240], [-0.9425, 2.6869, -4.3518], [-1.6218, 3.9044, -3.2788], [-1.1238, 2.5618, -0.6709], [-2.6783, 3.2772, -1.0516], [-2.6043, 1.6151, -0.4613], [3.3332, 3.2090, 7.2907], [2.4699, 2.9488, 6.0843], [2.6523, 1.8001, 5.3180], [1.8817, 1.5634, 4.1942], [0.9082, 2.4891, 3.8392], [0.6931, 3.6330, 4.5930], [1.4800, 3.8550, 5.7139], [-0.0141, 2.2056, 2.3792], [-0.5867, 0.8577, 2.4924], [-0.9211, 3.3170, 2.2462], [1.0182, 2.0588, 1.1918], [1.6006, 3.1667, 0.5731], [1.7798, 4.4229, 1.0923], [2.4476, 5.4321, 0.3561], [2.9304, 5.2024, -0.8960], [2.7284, 3.9248, -1.4839], [3.1460, 3.6101, -2.7981], [2.8652, 2.3865, -3.3238], [2.1508, 1.4602, -2.5336], [1.7734, 1.6930, -1.3071], [2.0606, 2.9181, -0.7624], [3.7732, 2.2854, 7.6675], [2.7575, 3.6663, 8.0972], [4.1520, 3.8894, 7.0438], [3.3980, 1.0698, 5.6103], [2.0090, 0.6552, 3.6182], [-0.0864, 4.3234, 4.3007], [1.3170, 4.7438, 6.3143], [1.4085, 4.6538, 2.0816], [2.5753, 6.4077, 0.8109], [3.4489, 5.9736, -1.4534], [3.6786, 4.3583, -3.3760], [3.1635, 2.1178, -4.3290], [1.8581, 0.4990, -2.9355], [1.3577, -2.3440, 4.8217], [1.2638, -1.7996, 3.2740], [1.2379, -1.4188, 2.1660], [-5.2478, 2.9810, 1.0740], [-5.9022, 1.7986, 1.6042], [-7.2753, 1.5939, 1.6413], [-7.4884, 0.3870, 2.1904], [-6.2361, -0.1308, 2.4803], [-5.2311, 0.7274, 2.1347], [-3.5929, 0.5281, 2.3537], [-5.7022, 3.8743, 1.5011], [-5.3265, 3.0082, -0.0126], [-4.1973, 2.9343, 1.3509], [-7.9736, 2.3298, 1.2833], [-8.4031, -0.1397, 2.3931], [-6.0235, -1.0280, 2.8795]],
  "charge": -1,
  "homo_lumo_gap_ev": 6.04
}

=====

Entry 3:
{
  "formula": "CHCl3NOP",
  "method": "wB97M-V/def2-TZVPD",
  "symbols": ["O", "P", "Cl", "Cl", "Cl", "C", "N", "H"],
  "xyz": [[0.0452, 1.1235, -0.7065], [-1.1302, 0.4047, -0.1917], [-1.0240, -0.1708, 1.7029], [-1.4808, -1.2310, -1.1535], [-2.7436, 1.4611, -0.4487], [2.1142, -0.5033, 0.2529], [1.6099, -1.4916, 0.5004], [2.6092, 0.4074, 0.0442]],
  "smiles": "O=P(Cl)(Cl)Cl.C#N",
  "charge": 0,
  "homo_lumo_gap_ev": 11.66,
  "e_above_lowest_ev": 0.016
}

=====

Entry 4:
{
  "formula": "C6H10",
  "method": "wB97M-V/def2-TZVPD",
  "symbols": ["C", "C", "C", "C", "C", "C", "H", "H", "H", "H", "H", "H", "H", "H", "H", "H"],
  "xyz": [[1.5131, 1.3779, -0.3824], [0.9677, 0.7580, 0.6593], [-0.5131, 0.3819, 0.5624], [-0.8347, -0.8749, 1.3847], [-0.7616, 0.0958, -0.9191], [-0.2215, -0.9518, -1.5350], [0.8387, 1.8433, -1.0939], [2.5522, 1.3516, -0.6819], [1.5645, 0.3448, 1.4743], [-1.1685, 1.1986, 0.8976], [-1.0309, -0.6535, 2.4381], [-1.7135, -1.3703, 0.9609], [-0.0024, -1.5854, 1.3342], [-1.2927, 0.8487, -1.5007], [0.4006, -1.6639, -0.9919], [-0.2979, -1.1006, -2.6066]],
  "smiles": "C=CC(C)C=C",
  "charge": 0,
  "homo_lumo_gap_ev": 10.12,
  "e_above_lowest_ev": 1.719
}

=====

Entry 5:
{
  "formula": "C19H21N7O2S2",
  "method": "wB97M-V/def2-TZVPD",
  "symbols": ["C", "C", "C", "N", "N", "C", "N", "C", "O", "C", "S", "C", "N", "N", "C", "C", "C", "N", "C", "C", "C", "C", "C", "C", "N", "C", "C", "O", "C", "S", "H", "H", "H", "H", "H", "H", "H", "H", "H", "H", "H", "H", "H", "H", "H", "H", "H", "H", "H", "H", "H"],
  "xyz": [[3.5782, 6.1066, -1.5839], [3.9763, 4.9316, -2.4769], [3.5334, 3.6402, -1.8976], [2.6907, 2.8465, -2.4520], [2.4272, 1.7474, -1.7551], [3.0754, 1.6885, -0.6411], [2.9673, 0.6525, 0.2412], [3.6132, 0.6534, 1.4361], [4.3487, 1.5445, 1.7993], [3.3289, -0.5740, 2.2817], [1.6699, -0.5072, 3.0379], [0.7235, -1.1424, 1.7214], [1.1576, -1.3520, 0.5048], [0.1491, -1.8717, -0.2033], [-0.8996, -1.9822, 0.5735], [-2.1479, -2.5280, 0.1230], [-3.2357, -2.9709, 0.8374], [-4.1880, -3.4415, -0.0134], [-3.7476, -3.3192, -1.3036], [-4.3641, -3.6572, -2.5015], [-3.6646, -3.4116, -3.6633], [-2.3875, -2.8438, -3.6371], [-1.7712, -2.5068, -2.4524], [-2.4577, -2.7484, -1.2645], [-0.5830, -1.5164, 1.8372], [-1.4083, -1.3609, 3.0052], [-2.5579, -0.3506, 2.8023], [-2.2209, 0.9777, 3.0886], [-1.4030, 1.6141, 2.1324], [4.1207, 3.0606, -0.3407], [3.9127, 7.0420, -2.0250], [4.0297, 6.0040, -0.5995], [2.4975, 6.1431, -1.4683], [5.0629, 4.9164, -2.5932], [3.5199, 5.0309, -3.4627], [2.3242, -0.1273, 0.0112], [3.3813, -1.4886, 1.6932], [4.0249, -0.6019, 3.1193], [-3.4075, -3.0002, 1.8956], [-5.0735, -3.8288, 0.2661], [-5.3515, -4.0944, -2.5175], [-4.1110, -3.6617, -4.6142], [-1.8770, -2.6673, -4.5717], [-0.7854, -2.0729, -2.4225], [-0.7715, -1.0080, 3.8212], [-1.8166, -2.3367, 3.2814], [-2.9428, -0.4383, 1.7750], [-3.3590, -0.5917, 3.5056], [-0.3608, 1.2887, 2.2047], [-1.7671, 1.4350, 1.1141], [-1.4522, 2.6787, 2.3518]],
  "smiles": "CCc1nnc(NC(=O)CSc2nnc(-c3c[nH]c4ccccc34)n2CCOC)s1",
  "charge": 0,
  "homo_lumo_gap_ev": 8.39,
  "e_above_lowest_ev": 0.032
}

=====

Entry 6:
{
  "formula": "C12H32B4O6",
  "method": "wB97M-V/def2-TZVPD",
  "symbols": ["O", "B", "O", "O", "B", "O", "B", "O", "B", "O", "H", "H", "H", "H", "C", "C", "C", "C", "C", "C", "H", "H", "H", "H", "H", "H", "H", "H", "H", "H", "H", "H", "H", "H", "C", "C", "C", "C", "C", "C", "H", "H", "H", "H", "H", "H", "H", "H", "H", "H", "H", "H", "H", "H"],
  "xyz": [[-1.7325, 0.9215, -0.9450], [-0.9441, 0.5520, -1.9936], [0.3707, 0.9786, -2.0991], [-1.4032, -0.3204, -2.9499], [-0.7710, -0.4231, -4.1542], [0.0194, -1.5080, -4.4724], [1.1952, -1.1601, -5.1058], [1.1051, -0.2033, -6.0992], [0.2556, 0.8503, -5.8354], [-0.8790, 0.6065, -5.0848], [-2.6515, 1.0592, -1.1857], [0.4619, 1.9286, -2.1893], [2.2423, -1.5831, -4.7413], [0.5235, 1.9502, -6.1946], [4.7396, 2.0781, -2.0065], [4.7187, 0.6610, -1.4443], [3.5181, 0.3839, -0.5404], [3.4420, 1.2554, 0.7149], [4.6641, 1.1779, 1.6293], [4.9191, -0.2181, 2.1862], [4.8072, 2.8262, -1.2148], [5.5906, 2.2295, -2.6718], [3.8308, 2.2803, -2.5796], [5.6507, 0.4683, -0.9051], [4.6981, -0.0512, -2.2737], [3.5275, -0.6710, -0.2523], [2.6003, 0.5299, -1.1156], [2.5535, 0.9627, 1.2837], [3.2816, 2.2987, 0.4275], [4.5211, 1.8746, 2.4596], [5.5528, 1.5257, 1.0946], [4.0556, -0.5743, 2.7527], [5.7816, -0.2258, 2.8539], [5.1148, -0.9396, 1.3914], [-2.1739, -1.5479, 1.4339], [-3.4858, -2.2311, 1.8023], [-4.7161, -1.3735, 1.5069], [-4.7722, -0.0472, 2.2685], [-4.7192, -0.1789, 3.7899], [-5.8847, -0.9692, 4.3738], [-2.0199, -0.6299, 2.0030], [-1.3219, -2.2007, 1.6299], [-2.1591, -1.2845, 0.3757], [-3.4718, -2.5136, 2.8590], [-3.5755, -3.1659, 1.2428], [-5.6170, -1.9559, 1.7180], [-4.7447, -1.1578, 0.4333], [-5.6943, 0.4742, 1.9906], [-3.9513, 0.5969, 1.9408], [-4.7123, 0.8243, 4.2243], [-3.7755, -0.6430, 4.0900], [-6.8389, -0.5053, 4.1135], [-5.8237, -1.0167, 5.4617], [-5.9023, -1.9953, 4.0029]],
  "smiles": "OB(O)OB1OBOBO1.CCCCCC.CCCCCC",
  "charge": 0,
  "homo_lumo_gap_ev": 11.05
}

=====

Entry 7:
{
  "formula": "C41H35N5OPRuS",
  "method": "wB97M-V/def2-TZVPD",
  "symbols": ["Ru", "C", "C", "C", "C", "C", "C", "P", "C", "C", "C", "C", "C", "C", "C", "C", "C", "C", "C", "C", "H", "H", "H", "H", "H", "H", "H", "H", "H", "H", "H", "H", "H", "H", "S", "C", "N", "C", "C", "C", "C", "C", "C", "H", "H", "H", "H", "H", "C", "C", "C", "C", "C", "N", "H", "H", "H", "H", "H", "H", "H", "H", "H", "N", "C", "O", "C", "C", "N", "C", "N", "H", "H", "C", "C", "C", "C", "C", "C", "C", "H", "H", "H", "H", "H"],
  "xyz": [[0.9326, 0.8584, -0.4655], [-4.0525, -3.8804, -3.3394], [-4.5259, -2.5712, -3.6416], [-3.8215, -1.4515, -3.2857], [-2.5768, -1.5558, -2.5661], [-2.0635, -2.8988, -2.3418], [-2.7917, -4.0012, -2.7105], [-1.5487, -0.2377, -2.0962], [-2.4053, 1.3282, -2.4594], [-3.7189, 1.5399, -2.0491], [-4.2894, 2.8047, -2.1319], [-3.5451, 3.8764, -2.5995], [-2.2263, 3.6802, -2.9802], [-1.6583, 2.4153, -2.9029], [-0.0265, -0.2883, -3.0621], [-0.0069, -0.7434, -4.3759], [1.2098, -0.8432, -5.0386], [2.3814, -0.5003, -4.3674], [2.3426, -0.0654, -3.0467], [1.1316, 0.0454, -2.3473], [-4.6229, -4.7570, -3.6174], [-5.4588, -2.4546, -4.1859], [-4.1961, -0.4792, -3.5776], [-1.0829, -3.0196, -1.8912], [-2.3804, -4.9911, -2.5297], [-4.2872, 0.7120, -1.6427], [-5.3130, 2.9564, -1.8099], [-3.9843, 4.8662, -2.6462], [-1.6317, 4.5204, -3.3196], [-0.6253, 2.2618, -3.1881], [-0.9365, -1.0290, -4.8598], [1.2485, -1.1934, -6.0639], [3.3364, -0.5687, -4.8783], [3.2693, 0.2079, -2.5558], [0.7830, 4.9992, 1.5045], [0.4643, 3.6085, 0.4700], [0.6842, 2.3994, 1.0979], [0.9790, 2.5681, 2.3995], [1.1670, 1.5387, 3.3472], [1.4609, 1.8622, 4.6677], [1.5719, 3.1827, 5.0904], [1.3728, 4.2214, 4.1626], [1.0807, 3.9155, 2.8519], [0.3738, 3.7235, -0.5962], [1.0442, 0.5135, 3.0243], [1.5942, 1.0618, 5.3902], [1.8084, 3.4124, 6.1222], [1.4491, 5.2565, 4.4778], [0.4198, -3.8565, 2.0422], [1.4358, -2.8127, 2.5219], [2.7973, -3.4677, 2.7925], [0.9152, -2.1173, 3.7856], [1.6257, -1.8119, 1.4532], [1.7839, -1.0371, 0.6251], [0.2426, -4.5745, 2.8469], [0.7944, -4.3921, 1.1667], [-0.5258, -3.3832, 1.7753], [2.6888, -4.1926, 3.6020], [3.5389, -2.7221, 3.0848], [3.1625, -3.9820, 1.9028], [0.8506, -2.8550, 4.5889], [-0.0786, -1.6964, 3.6134], [1.5846, -1.3146, 4.1011], [3.9780, 1.3165, 1.1769], [4.0102, 1.6612, -0.1316], [2.9508, 1.8188, -0.7805], [5.3021, 1.8262, -0.7426], [6.4755, 1.5162, -0.0110], [7.4222, 1.2323, 0.5968], [5.4416, 2.2905, -2.0768], [5.5904, 2.6838, -3.1550], [3.0828, 1.2213, 1.6272], [4.8219, 1.1587, 1.6949], [-0.8860, -0.0275, -0.4733], [-1.6658, -0.4002, 0.7057], [-2.4639, -1.5687, 0.7606], [-3.1258, -1.9449, 1.9212], [-3.0339, -1.1779, 3.0797], [-2.2908, -0.0024, 3.0388], [-1.6323, 0.3830, 1.8780], [-2.5518, -2.1876, -0.1220], [-3.7148, -2.8575, 1.9211], [-3.5439, -1.4800, 3.9875], [-2.2242, 0.6325, 3.9169], [-1.0872, 1.3146, 1.8494]],
  "spin_multiplicity": 6,
  "charge": -2,
  "homo_lumo_gap_ev": [3.65, 6.48],
  "e_above_lowest_ev": 0.498
}

=====

Entry 8:
{
  "formula": "C14H16BN6O4PtS2Se",
  "method": "wB97M-V/def2-TZVPD",
  "symbols": ["Pt", "C", "N", "C", "C", "N", "B", "N", "C", "C", "N", "C", "C", "S", "C", "S", "H", "H", "H", "H", "H", "H", "H", "H", "H", "H", "H", "H", "N", "C", "C", "C", "C", "N", "C", "C", "H", "H", "H", "H", "O", "Se", "O", "O", "O"],
  "xyz": [[-0.2949, 0.6582, -0.3896], [-3.1071, -1.0044, 2.7430], [-1.9009, -1.7718, 2.4554], [-1.8201, -3.1277, 2.3701], [-0.5394, -3.4342, 2.0103], [0.1541, -2.2718, 1.8785], [1.6988, -2.1101, 1.6475], [1.9697, -2.2881, 0.1224], [2.0866, -3.4618, -0.5531], [2.3346, -3.1780, -1.8647], [2.3633, -1.8226, -1.9792], [2.5127, -1.0661, -3.2131], [2.1245, -1.2938, -0.7603], [2.0840, 0.3928, -0.4145], [-0.6957, -1.2633, 2.1239], [-0.2934, 0.4049, 2.0525], [-3.8696, -1.6790, 3.1209], [-3.4549, -0.5380, 1.8259], [-2.9012, -0.2373, 3.4842], [-2.6610, -3.7682, 2.5685], [-0.0762, -4.3931, 1.8633], [2.0019, -1.0066, 1.9668], [2.2795, -2.9619, 2.2575], [1.9923, -4.4138, -0.0628], [2.4878, -3.8325, -2.7039], [2.7783, -1.7491, -4.0143], [3.2859, -0.3107, -3.1068], [1.5686, -0.5787, -3.4535], [-0.3947, 8.0548, -0.1494], [-0.3216, 6.9131, -0.2364], [-0.2429, 5.4810, -0.3212], [-1.0811, 4.7787, -1.1812], [-1.0085, 3.4005, -1.1981], [-0.1666, 2.7407, -0.3970], [0.6537, 3.4060, 0.4242], [0.6552, 4.7812, 0.4825], [-1.7798, 5.2956, -1.8220], [-1.6324, 2.8093, -1.8550], [1.3208, 2.8193, 1.0418], [1.3300, 5.3045, 1.1435], [-0.4506, -1.4169, -1.4895], [-1.9912, -0.8155, -1.6678], [-3.0515, -1.6727, -2.4675], [-2.3150, -0.4932, -0.0708], [-1.6320, 0.7203, -2.2111]],
  "charge": 1,
  "homo_lumo_gap_ev": 6.33,
  "e_above_lowest_ev": 1.931
}